{"formula": "C9H12CuF5IN3OSTe", "method": "ωB97M-V/def2-TZVPD", "elements": ["Cu", "F", "Te", "F", "F", "F", "F", "O", "I", "C", "C", "C", "C", "C", "N", "H", "H", "H", "H", "C", "N", "C", "C", "N", "C", "S", "H", "H", "H", "H", "H", "H", "H", "H"], "coordinates": [[0.251, 1.073, 0.315], [-1.342, -2.166, -1.686], [-1.851, -0.419, -1.824], [-1.825, -0.568, -3.695], [-2.699, 1.212, -2.132], [-3.514, -1.205, -1.847], [-2.220, -0.381, 0.066], [-0.184, 0.257, -1.629], [1.195, 4.158, 1.486], [-0.866, 3.838, 1.307], [-1.759, 4.876, 1.451], [-3.073, 4.606, 1.072], [-3.441, 3.363, 0.642], [-2.459, 2.403, 0.646], [-1.179, 2.595, 0.960], [-1.431, 5.891, 1.720], [-3.819, 5.383, 1.074], [-4.409, 2.992, 0.471], [-2.707, 1.391, 0.422], [3.664, -2.786, 1.703], [2.655, -2.644, 0.643], [2.604, -3.599, -0.409], [1.611, -2.956, -1.414], [1.507, -1.628, -0.877], [2.070, -1.487, 0.326], [1.962, -0.049, 1.301], [4.594, -2.407, 1.363], [3.764, -3.859, 2.078], [3.319, -2.142, 2.552], [2.312, -4.601, -0.089], [3.583, -3.746, -0.915], [0.736, -3.473, -1.305], [1.980, -3.000, -2.421], [0.973, -0.923, -1.358]], "lowdin_charge": [0.042, -0.347, 1.798, -0.366, -0.357, -0.349, -0.391, -0.591, 0.927, -0.764, -0.117, -0.053, -0.033, -0.124, -0.019, 0.109, 0.112, 0.108, 0.069, -0.039, -0.163, -0.125, -0.110, 0.037, -0.691, 0.677, 0.072, 0.114, 0.074, 0.125, 0.129, 0.078, 0.125, 0.046], "homo_energy_ev": -8.49, "orbital_gap_ev": 8.371, "spin_multiplicity": 1, "e_lumo_ev": -0.1210, "charge": 0}

=====

{"formula": "C9H12F3N3", "method": "ωB97M-V/def2-TZVPD", "elements": ["C", "C", "C", "C", "C", "C", "C", "C", "C", "N", "N", "N", "F", "F", "F", "H", "H", "H", "H", "H", "H", "H", "H", "H", "H", "H", "H"], "coordinates": [[-2.396, 2.077, -1.128], [-0.776, 0.898, -0.614], [-1.508, 0.956, 0.524], [-1.280, 0.302, 1.882], [0.072, -0.286, 2.247], [1.048, -0.530, -0.077], [0.658, -1.534, -2.433], [1.515, -1.484, -1.215], [2.088, 0.467, 0.201], [-1.238, 1.597, -1.645], [-2.550, 1.819, 0.281], [0.584, -1.160, 1.084], [1.982, 1.357, 1.182], [3.274, -0.181, 0.433], [2.490, 1.267, -0.835], [-2.994, 2.870, -1.502], [-1.713, 1.024, 2.709], [-1.996, -0.562, 1.900], [0.788, 0.480, 2.425], [-0.056, -0.970, 3.092], [0.807, -2.606, -2.804], [0.950, -0.783, -3.126], [-0.354, -1.421, -2.212], [2.560, -1.302, -1.456], [1.516, -2.481, -0.683], [-3.307, 1.974, 0.902], [-0.164, -1.787, 0.867]], "lowdin_charge": [-0.149, -0.089, -0.296, -0.136, -0.141, -0.171, -0.096, -0.189, -0.583, 0.081, 0.105, 0.040, 0.136, 0.101, 0.112, 0.092, 0.148, 0.114, 0.089, 0.119, 0.105, 0.071, 0.041, 0.113, 0.132, 0.132, 0.119], "homo_energy_ev": [-8.15, -8.15], "orbital_gap_ev": [8.762, 8.764], "spin_multiplicity": 1, "e_lumo_ev": [0.6130, 0.6131], "relative_energy_ev": 4.048, "charge": 0}

=====

{"formula": "C9H12F4O5", "method": "ωB97M-V/def2-TZVPD", "elements": ["C", "C", "O", "C", "C", "O", "C", "O", "C", "O", "O", "C", "C", "F", "F", "C", "F", "F", "H", "H", "H", "H", "H", "H", "H", "H", "H", "H", "H", "H"], "coordinates": [[5.419, -0.816, -0.117], [3.957, -0.778, -0.538], [3.179, 0.032, 0.353], [1.940, 0.340, -0.271], [0.876, 0.505, 0.828], [-0.399, -0.012, 0.444], [-1.384, 0.912, 0.424], [-1.517, 1.764, -0.716], [-2.718, 2.421, -0.446], [-2.986, 3.387, -0.990], [-3.423, 1.756, 0.518], [-2.817, 0.454, 0.660], [-3.508, -0.432, -0.409], [-2.806, -0.554, -1.540], [-4.668, 0.113, -0.745], [-3.812, -1.882, 0.076], [-3.948, -1.951, 1.409], [-4.940, -2.286, -0.471], [5.605, -1.650, 0.562], [5.736, 0.108, 0.365], [6.042, -0.959, -1.001], [3.908, -0.349, -1.546], [3.500, -1.773, -0.555], [1.643, -0.367, -1.048], [2.055, 1.324, -0.747], [1.221, -0.069, 1.692], [0.861, 1.556, 1.120], [-1.238, 1.653, 1.232], [-2.803, 0.074, 1.675], [-2.975, -2.519, -0.218]], "lowdin_charge": [-0.069, -0.273, -0.154, -0.188, -0.123, -0.003, -0.343, 0.116, -0.549, 0.246, 0.105, -0.061, -0.421, 0.151, 0.163, -0.327, 0.093, 0.132, 0.071, 0.078, 0.073, 0.115, 0.122, 0.127, 0.131, 0.134, 0.133, 0.173, 0.174, 0.173], "homo_energy_ev": -10.13, "orbital_gap_ev": 10.762, "spin_multiplicity": 1, "e_lumo_ev": 0.6281, "smiles": "CCOCCO[C@H]1OC(=O)O[C@H]1C(F)(F)C(F)F", "relative_energy_ev": 1.551, "charge": 0}

=====

{"formula": "C9H12FN", "method": "ωB97M-V/def2-TZVPD", "elements": ["C", "C", "C", "C", "C", "C", "C", "C", "C", "N", "F", "H", "H", "H", "H", "H", "H", "H", "H", "H", "H", "H", "H"], "coordinates": [[0.561, -3.709, 0.575], [-0.357, -2.852, 1.344], [1.227, -3.239, -0.497], [-0.611, -1.605, 0.914], [1.184, -1.764, -0.818], [-0.114, -1.028, -0.307], [-0.419, 4.566, 0.366], [0.270, 3.827, -0.478], [-0.420, 0.226, -0.669], [-1.369, 1.067, -0.109], [0.185, 0.816, -1.733], [0.692, -4.762, 1.060], [-0.746, -3.183, 2.209], [1.880, -3.795, -0.994], [-1.346, -1.143, 1.591], [1.348, -1.678, -1.860], [-1.235, 5.097, 0.128], [1.952, -1.210, -0.279], [-0.220, 4.726, 1.326], [1.066, 3.146, 0.020], [0.041, 3.819, -1.445], [-1.393, 1.963, -0.614], [-2.179, 0.711, 0.269]], "mulliken_spin": [-0.010, 0.391, 0.456, 0.420, -0.058, 0.075, -0.001, 0.000, 0.365, 0.114, 0.019, 0.007, 0.047, 0.038, 0.050, 0.010, 0.000, 0.076, 0.000, 0.001, 0.000, -0.004, 0.002], "homo_energy_ev": [-4.83, -8.86], "orbital_gap_ev": [5.751, 7.425], "spin_multiplicity": 3, "e_lumo_ev": [0.9164, -1.4353], "s2": 2.020, "relative_energy_ev": 0.000, "charge": 0}

=====

{"formula": "C9H12FN3", "method": "ωB97M-V/def2-TZVPD", "elements": ["H", "N", "C", "N", "N", "C", "C", "C", "C", "C", "C", "F", "C", "C", "H", "H", "H", "H", "H", "H", "H", "H", "H", "H", "H"], "coordinates": [[1.866, 0.852, 2.664], [0.841, 0.949, 2.659], [0.318, -0.160, 2.338], [0.929, -1.359, 1.887], [-1.056, -0.338, 2.512], [-1.900, -0.939, 1.498], [-2.208, -0.071, 0.200], [-0.993, 0.127, -0.663], [-0.126, 1.207, -0.432], [1.030, 1.371, -1.268], [1.193, 0.456, -2.268], [2.243, 0.599, -3.128], [0.336, -0.603, -2.519], [-0.743, -0.770, -1.671], [1.936, -1.396, 1.969], [0.525, -2.208, 2.316], [-1.469, 0.391, 3.092], [-1.439, -1.891, 1.155], [-2.863, -1.148, 2.006], [-2.672, 0.909, 0.512], [-3.023, -0.595, -0.380], [-0.296, 1.901, 0.321], [1.670, 2.216, -1.117], [0.506, -1.245, -3.304], [-1.368, -1.650, -1.776]], "lowdin_charge": [0.048, 0.110, -0.587, 0.115, 0.005, -0.198, -0.135, -0.266, -0.013, 0.020, -0.277, 0.034, 0.002, -0.044, 0.083, 0.102, 0.131, 0.110, 0.113, 0.124, 0.120, 0.082, 0.111, 0.092, 0.119], "homo_energy_ev": -8.63, "orbital_gap_ev": 9.449, "spin_multiplicity": 1, "e_lumo_ev": 0.8158, "smiles": "[H]/N=C(\\N)NCCc1ccc(F)cc1", "relative_energy_ev": 0.172, "charge": 0}

=====

{"formula": "C9H12N", "method": "ωB97M-V/def2-TZVPD", "elements": ["C", "N", "C", "C", "C", "C", "C", "C", "C", "C", "H", "H", "H", "H", "H", "H", "H", "H", "H", "H", "H", "H"], "coordinates": [[0.719, 1.790, 1.124], [0.978, 0.466, 0.357], [2.041, -0.179, 1.097], [0.991, 0.667, -1.137], [-0.269, 0.013, -1.496], [-1.360, -0.422, -2.023], [-2.337, -1.212, -1.307], [-2.243, -1.507, -0.008], [-1.128, -1.107, 0.846], [-0.166, -0.384, 0.341], [1.426, 2.571, 0.786], [-0.333, 2.148, 0.918], [0.715, 1.645, 2.211], [1.910, 0.100, 2.214], [2.169, -1.339, 0.884], [3.157, 0.184, 0.845], [1.914, 0.202, -1.548], [0.964, 1.697, -1.404], [-1.708, -0.337, -3.061], [-3.304, -1.201, -1.934], [-2.871, -2.270, 0.387], [-1.266, -1.524, 1.906]], "lowdin_charge": [0.044, -0.289, -0.038, -0.055, 0.025, -0.078, -0.065, -0.068, -0.022, -0.078, 0.120, 0.135, 0.104, 0.128, 0.158, 0.154, 0.162, 0.129, 0.124, 0.152, 0.107, 0.151], "homo_energy_ev": -12.88, "orbital_gap_ev": 9.718, "spin_multiplicity": 1, "e_lumo_ev": -3.1600, "smiles": "C[N+]1(C)Cc2ccccc21", "relative_energy_ev": 4.321, "charge": 1}

=====

{"formula": "C9H12N2O", "method": "ωB97M-V/def2-TZVPD", "elements": ["C", "C", "N", "C", "C", "N", "C", "C", "C", "C", "C", "O", "H", "H", "H", "H", "H", "H", "H", "H", "H", "H", "H", "H"], "coordinates": [[-2.718, -2.603, -0.145], [-1.984, -1.341, -0.025], [-2.443, -0.179, 0.028], [-1.422, 0.659, 0.033], [-1.739, 2.036, -0.064], [-1.688, 3.177, -0.149], [-0.222, -0.082, 0.006], [1.130, 0.422, 0.052], [2.104, -0.626, 0.322], [1.403, 1.485, 1.180], [1.313, 1.042, -1.334], [-0.641, -1.361, -0.032], [-2.045, -3.404, 0.180], [-3.584, -2.756, 0.454], [-3.105, -2.682, -1.184], [3.097, -0.403, 0.492], [1.981, -1.153, 1.231], [2.061, -1.356, -0.463], [0.650, 2.322, 1.275], [1.486, 1.036, 2.110], [2.367, 2.036, 1.095], [1.148, 0.459, -2.324], [0.564, 1.895, -1.388], [2.289, 1.378, -1.349]], "lowdin_charge": [0.014, -0.402, 0.176, -0.231, -0.162, 0.167, -0.148, -0.541, -0.063, -0.009, -0.021, 0.153, 0.093, 0.074, 0.104, 0.074, 0.089, 0.098, 0.095, 0.053, 0.102, 0.131, 0.100, 0.052], "homo_energy_ev": -8.92, "orbital_gap_ev": 9.547, "spin_multiplicity": 1, "e_lumo_ev": 0.6288, "smiles": "Cc1nc(C#N)c(C(C)(C)C)o1", "relative_energy_ev": 2.095, "charge": 0}

=====

{"formula": "C9H12N2O", "method": "ωB97M-V/def2-TZVPD", "elements": ["C", "C", "C", "C", "C", "C", "C", "C", "C", "H", "H", "H", "H", "H", "H", "H", "H", "H", "H", "H", "H", "N", "N", "O"], "coordinates": [[1.413, 1.625, 1.097], [2.348, 1.142, 0.010], [0.766, -0.627, -1.027], [-0.542, -0.294, -0.405], [-1.279, 0.759, -0.888], [-2.589, 0.880, -0.359], [-3.223, -0.428, 0.280], [-2.419, -1.559, 0.673], [-1.072, -1.437, 0.385], [1.653, 1.256, 2.365], [0.146, 1.163, 0.875], [1.466, 2.950, 1.123], [3.379, 0.852, 0.429], [2.621, 1.901, -0.817], [1.145, -1.965, -1.143], [1.385, -0.390, -2.245], [-0.696, 1.694, -1.460], [-3.545, 1.394, -0.895], [-4.487, -0.446, 0.331], [-2.892, -2.453, 1.123], [-0.113, -2.051, 0.677], [1.875, -0.225, -0.212], [2.715, -1.361, 0.163], [1.944, -2.380, -0.080]], "lowdin_charge": [-0.161, -0.292, -0.220, -0.329, -0.138, -0.074, -0.070, -0.122, -0.026, 0.142, 0.138, 0.125, 0.120, 0.136, 0.165, 0.209, 0.176, 0.124, 0.145, 0.103, 0.134, -0.211, 0.117, -0.193], "homo_energy_ev": -8.21, "orbital_gap_ev": 7.754, "spin_multiplicity": 1, "e_lumo_ev": -0.4534, "relative_energy_ev": 12.184, "charge": 0}

=====

{"formula": "C9H12N3", "method": "ωB97M-V/def2-TZVPD", "elements": ["C", "C", "C", "C", "C", "C", "C", "C", "C", "N", "N", "N", "H", "H", "H", "H", "H", "H", "H", "H", "H", "H", "H", "H"], "coordinates": [[1.939, 2.844, -0.001], [1.364, 2.620, 1.290], [1.928, 1.788, -0.897], [0.540, 1.538, 1.471], [1.067, 0.589, -0.719], [0.336, 0.504, 0.490], [0.955, -0.188, -1.876], [-2.508, -1.811, -0.115], [-0.694, -0.581, 0.602], [-1.967, -0.497, -0.062], [-1.263, -2.700, -0.176], [-0.156, -1.906, 0.168], [2.472, 3.694, -0.055], [1.388, 3.294, 2.144], [2.502, 1.683, -1.821], [0.016, 1.290, 2.333], [0.568, -1.233, -1.751], [1.121, 0.155, -2.801], [-2.879, -2.053, 0.837], [-3.069, -2.264, -0.919], [-0.754, -0.695, 1.679], [-1.900, 0.070, -0.868], [-1.299, -3.641, 0.222], [0.292, -2.500, 0.825]], "lowdin_charge": [0.002, 0.024, 0.045, 0.019, -0.180, -0.057, 0.276, -0.144, -0.296, 0.052, -0.045, -0.041, 0.079, 0.134, 0.126, 0.102, 0.105, 0.059, 0.101, 0.132, 0.144, 0.113, 0.130, 0.121], "homo_energy_ev": [-11.46, -10.65], "orbital_gap_ev": [5.234, 3.949], "spin_multiplicity": 1, "e_lumo_ev": [-6.2236, -6.7047], "relative_energy_ev": 5.397, "charge": 1}